Density functional theory data (ωB97M-V/def2-TZVPD) for a molecular structure, C43H34Cl3N4OS2V.

Geometry (Å):
V  -2.000  -1.279  -0.173
C  -5.910  0.399  0.656
C  -6.551  -0.778  1.010
C  -5.917  -1.996  0.829
C  -4.618  -2.033  0.321
C  -3.934  -0.832  0.047
C  -4.602  0.367  0.179
C  -3.900  -3.258  -0.032
C  -4.520  -4.490  -0.310
C  -3.778  -5.520  -0.832
C  -2.386  -5.367  -1.002
C  -1.552  -6.377  -1.525
C  -0.194  -6.208  -1.563
C  0.385  -5.046  -1.030
C  -0.399  -4.030  -0.543
C  -1.801  -4.137  -0.575
N  -2.582  -3.098  -0.184
H  -6.420  1.344  0.761
H  -7.554  -0.751  1.405
H  -6.425  -2.909  1.101
H  -4.117  1.294  -0.104
H  -5.581  -4.598  -0.152
H  -4.245  -6.457  -1.098
H  -2.003  -7.291  -1.878
H  0.441  -6.977  -1.973
H  1.461  -4.962  -0.999
H  0.049  -3.159  -0.074
Cl  6.906  -3.394  1.779
C  5.823  -2.384  0.917
C  6.199  -1.813  -0.297
C  5.311  -1.007  -0.978
C  4.036  -0.724  -0.484
C  3.169  0.273  -1.241
C  2.553  -0.306  -2.546
N  1.119  -0.460  -2.490
C  0.216  -0.167  -3.476
C  -1.025  -0.417  -2.960
N  -0.882  -0.854  -1.671
C  0.428  -0.876  -1.428
O  3.911  1.389  -1.677
C  4.506  2.190  -0.659
C  4.003  3.605  -0.727
C  4.059  4.388  -1.870
Cl  4.658  3.919  -3.378
S  3.429  5.992  -1.600
C  3.096  5.601  0.027
C  3.442  4.312  0.349
C  3.687  -1.308  0.733
Cl  2.128  -1.038  1.470
C  4.552  -2.132  1.430
H  7.184  -1.994  -0.697
H  5.607  -0.565  -1.918
H  2.361  0.614  -0.568
H  3.016  -1.264  -2.798
H  2.787  0.406  -3.342
H  0.509  0.162  -4.454
H  -1.990  -0.309  -3.427
H  0.889  -1.172  -0.500
H  5.590  2.180  -0.821
H  4.310  1.777  0.334
H  2.665  6.337  0.679
H  3.323  3.897  1.335
H  4.257  -2.563  2.374
N  -1.500  -0.382  1.275
S  -0.425  0.872  1.254
C  -0.687  1.761  2.806
C  0.251  2.753  3.050
C  0.182  3.462  4.235
C  -0.807  3.167  5.161
C  -1.750  2.189  4.890
C  -1.700  1.471  3.703
C  -1.077  2.127  0.123
C  -2.210  2.877  0.405
C  -2.486  3.988  -0.376
C  -1.622  4.367  -1.393
C  -0.494  3.610  -1.670
C  -0.218  2.487  -0.909
H  -1.598  -0.749  2.223
H  1.014  2.955  2.312
H  0.908  4.229  4.443
H  -0.835  3.692  6.103
H  -2.522  1.974  5.610
H  -2.445  0.714  3.493
H  -2.846  2.628  1.240
H  -3.356  4.588  -0.158
H  -1.817  5.265  -1.959
H  0.188  3.900  -2.455
H  0.675  1.909  -1.087

Values from the calculation:
**HOMO (spin up / spin down)**: -14.317 / -14.317 eV
**2S+1**: 2
**Charge**: +3
**Gap between HOMO and LUMO (spin up / spin down)**: 0.15111 / 0.17453 Ha
**DFT total energy**: -5073.2449 Eh


Density functional theory data (ωB97M-V/def2-TZVPD) for a molecular structure, C43H34Cl3N8O2Y.

Geometry (Å):
Y  0.413  -1.061  -0.199
C  -0.391  2.837  1.076
N  -1.495  2.399  0.274
C  -2.757  2.198  1.026
C  -3.892  1.817  0.185
N  -2.754  -0.340  -0.070
C  -5.110  -0.721  0.235
C  -6.199  -1.530  0.292
C  -7.320  -1.448  -0.571
C  -7.652  -0.309  -1.263
C  -6.980  0.944  -1.129
C  -5.700  1.212  -0.805
N  -5.134  2.438  -0.275
C  0.067  1.784  2.046
N  0.452  0.558  1.802
C  0.891  0.048  3.030
C  1.445  -1.188  3.361
C  1.792  -1.403  4.681
C  1.602  -0.424  5.667
C  1.066  0.810  5.354
C  0.727  1.018  4.022
N  0.203  2.110  3.362
H  -0.597  3.747  1.678
H  0.455  3.073  0.423
H  -1.651  3.008  -0.518
H  -3.024  3.109  1.595
H  -2.540  1.400  1.746
H  -6.301  -2.192  1.153
H  -8.079  -2.228  -0.501
H  -8.615  -0.281  -1.762
H  -7.609  1.828  -1.248
H  -4.942  3.021  -1.093
H  1.588  -1.949  2.609
H  2.217  -2.358  4.962
H  1.881  -0.640  6.691
H  0.918  1.574  6.106
H  -0.082  2.987  3.758
O  -0.506  -2.344  1.404
C  -0.920  -3.563  1.409
C  -2.054  -3.921  2.188
C  -2.536  -5.205  2.212
C  -1.912  -6.230  1.485
C  -0.800  -5.918  0.739
C  -0.293  -4.612  0.669
C  0.954  -4.398  -0.031
N  1.455  -3.241  -0.247
N  2.769  -3.205  -0.720
C  3.310  -2.081  -0.318
O  2.723  -1.162  0.355
C  4.748  -1.868  -0.681
C  5.462  -2.803  -1.428
C  6.790  -2.573  -1.750
C  7.421  -1.408  -1.330
C  6.713  -0.473  -0.588
C  5.382  -0.702  -0.268
H  -2.547  -3.119  2.722
H  -3.424  -5.426  2.796
H  -2.300  -7.241  1.508
H  -0.289  -6.694  0.175
H  1.544  -5.274  -0.313
H  4.953  -3.702  -1.747
H  7.336  -3.304  -2.335
H  8.459  -1.228  -1.585
H  7.196  0.441  -0.264
H  4.803  0.015  0.299
Cl  -1.180  1.678  -7.196
C  -0.455  1.418  -5.614
C  -1.100  1.876  -4.477
C  -0.533  1.652  -3.236
C  0.696  0.981  -3.079
C  1.288  0.736  -1.772
C  1.297  0.513  -4.263
C  0.735  0.722  -5.511
H  -2.058  2.372  -4.561
H  -1.073  1.959  -2.346
H  1.121  1.564  -1.073
H  2.360  0.526  -1.832
H  2.231  -0.034  -4.190
H  1.221  0.347  -6.404
Cl  -0.271  -2.512  -2.965
C  -1.757  -1.602  -3.221
C  -2.252  -1.353  -4.476
C  -3.355  -0.499  -4.640
C  -3.956  0.072  -3.516
C  -3.470  -0.253  -2.272
Cl  -4.110  0.245  -0.484
C  -2.292  -0.967  -2.078
N  -1.864  -1.040  -0.864
H  -1.757  -1.787  -5.337
H  -3.700  -0.260  -5.639
H  -4.808  0.738  -3.611

Values from the calculation:
**HOMO**: -0.405 eV
**Charge**: -2
**Gap between HOMO and LUMO**: 0.16118 Ha
**DFT total energy**: -3666.0000 Eh
**ΔE to the lowest compared entry with this formula, charge and spin**: 1765.05 kJ/mol


Density functional theory data (ωB97M-V/def2-TZVPD) for a molecular structure, C43H34ClFeIN5O7.

Geometry (Å):
Fe  0.654  1.364  -0.316
O  4.820  1.461  3.838
C  3.707  1.336  4.523
O  3.706  1.110  5.708
C  2.414  1.479  3.764
C  1.165  1.434  4.331
Cl  0.814  1.337  5.987
N  0.231  1.570  3.352
N  0.846  1.666  2.143
C  2.145  1.614  2.383
C  3.084  1.694  1.200
O  4.297  1.782  1.372
O  2.517  1.592  0.084
C  -1.210  1.690  3.475
C  -1.939  2.271  2.446
C  -3.310  2.426  2.548
C  -3.985  1.994  3.678
C  -3.263  1.413  4.703
C  -1.888  1.261  4.614
H  4.664  1.623  2.854
H  -1.436  2.632  1.574
H  -3.841  2.905  1.737
H  -5.058  2.117  3.762
H  -3.772  1.071  5.596
H  -1.368  0.794  5.427
I  1.240  1.171  -2.999
C  0.952  3.239  -3.170
C  1.017  3.809  -4.401
C  0.881  5.207  -4.516
C  0.708  5.970  -3.404
C  0.631  5.382  -2.118
C  0.454  6.174  -0.965
C  0.386  5.592  0.259
C  0.478  4.186  0.396
C  0.619  3.355  -0.690
C  0.737  3.962  -1.975
H  1.170  3.196  -5.282
H  0.922  5.673  -5.493
H  0.628  7.049  -3.488
H  0.395  7.252  -1.070
H  0.264  6.213  1.140
H  0.433  3.776  1.384
C  1.615  -6.494  0.895
O  1.008  -5.263  0.540
C  -0.091  -5.307  -0.259
C  -0.647  -6.463  -0.770
C  -1.764  -6.387  -1.602
C  -2.294  -5.157  -1.931
C  -1.732  -3.988  -1.420
C  -0.644  -4.050  -0.561
N  0.006  -2.952  0.024
C  -0.201  -1.608  -0.154
N  -1.483  -1.235  -0.260
C  -2.023  -0.005  -0.678
C  -1.298  1.158  -0.899
C  -2.015  2.250  -1.417
C  -3.375  2.196  -1.659
C  -4.095  1.039  -1.371
C  -3.414  -0.053  -0.880
O  -3.998  -1.252  -0.561
C  -5.412  -1.299  -0.501
N  0.783  -0.762  -0.113
C  2.090  -1.328  -0.242
C  2.963  -1.404  0.827
C  4.239  -1.936  0.679
C  4.640  -2.407  -0.556
C  3.769  -2.369  -1.641
C  2.495  -1.846  -1.485
O  1.570  -1.783  -2.485
C  1.869  -2.474  -3.689
H  2.465  -6.240  1.521
H  1.966  -7.033  0.012
H  0.924  -7.126  1.456
H  -0.223  -7.428  -0.528
H  -2.205  -7.298  -1.987
H  -3.149  -5.089  -2.593
H  -2.143  -3.034  -1.721
H  0.918  -3.185  0.387
H  -2.175  -1.948  -0.104
H  -1.505  3.176  -1.639
H  -3.889  3.060  -2.066
H  -5.162  1.002  -1.541
H  -5.669  -2.277  -0.104
H  -5.857  -1.184  -1.491
H  -5.800  -0.523  0.161
H  2.618  -1.059  1.794
H  4.906  -1.983  1.531
H  5.637  -2.810  -0.689
H  4.097  -2.737  -2.605
H  0.964  -2.444  -4.290
H  2.131  -3.515  -3.489
H  2.681  -1.989  -4.238

Values from the calculation:
**HOMO (spin up / spin down)**: -7.804 / -7.812 eV
**2S+1**: 2
**Charge**: 0
**Gap between HOMO and LUMO (spin up / spin down)**: 0.24698 / 0.27708 Ha
**DFT total energy**: -4481.0422 Eh
**ΔE to the lowest compared entry with this formula, charge and spin**: 102.44 kJ/mol